Record 1
Molecular formula: C32H37BBr3F4NO7
Method: DFT, ωB97M-V/def2-TZVPD

Cartesian coordinates (Å):
C  -3.749  1.191  0.588
C  -0.722  1.554  -2.386
H  -1.877  -1.652  0.533
H  3.840  -0.258  -3.700
H  -5.495  2.139  3.368
C  4.584  -3.155  -2.692
C  1.482  1.306  2.488
H  -3.772  -3.767  0.266
H  -0.845  -1.820  -3.093
H  -5.770  1.140  1.370
O  -2.735  -1.539  -4.720
H  -3.973  2.770  2.762
H  3.978  -1.885  -0.392
C  4.581  -1.900  1.595
H  -2.269  2.067  1.871
B  -2.522  -0.920  -3.499
F  4.959  -3.215  1.515
Br  1.234  -0.066  -4.295
F  5.938  -2.195  3.521
H  4.387  4.449  1.136
Br  2.747  -1.916  2.207
H  5.676  -1.538  -0.188
Br  4.931  0.253  3.631
H  5.155  0.579  -0.623
H  0.960  0.404  2.182
C  -1.557  1.843  -0.123
H  -4.484  0.616  4.727
C  -2.510  1.746  0.869
O  -0.852  1.928  -3.527
H  2.747  -2.405  -1.996
O  -0.018  3.327  0.886
F  6.682  -0.898  1.956
C  -4.033  0.746  -0.718
C  -3.329  0.389  -3.139
H  2.029  1.116  3.409
H  5.521  -2.632  -2.504
C  0.632  1.204  -1.815
C  -4.746  1.005  1.709
C  2.811  0.139  -1.918
C  4.385  0.189  0.046
H  -3.145  0.303  3.631
H  0.752  2.083  2.704
N  2.436  1.717  1.448
H  -1.701  -3.303  1.138
C  -5.369  0.091  -0.974
H  -4.387  0.261  -3.341
O  -3.006  1.947  4.908
H  -5.857  -1.997  -1.356
C  -3.745  -2.733  0.621
H  -4.674  -0.049  2.007
H  -5.923  -1.531  0.355
H  -6.142  0.610  -0.414
C  3.821  -0.677  -2.695
H  -2.255  2.295  4.418
H  -2.783  -2.492  -4.588
H  -4.474  -2.629  1.428
H  -5.640  0.175  -2.020
H  4.496  0.724  0.978
C  0.903  1.618  -0.509
C  -0.201  2.370  0.171
H  2.854  -2.342  -3.731
C  3.066  0.551  -0.602
O  -4.038  -1.861  -0.450
H  -2.987  1.132  -3.863
F  4.359  -4.021  -1.623
H  4.670  -3.778  -3.580
C  2.851  3.065  1.621
C  2.114  1.310  0.106
H  3.654  3.645  -0.296
C  -3.084  0.876  -1.742
O  -1.580  -1.409  -2.625
O  2.379  3.772  2.473
C  3.983  3.526  0.736
C  -2.341  -2.423  1.147
C  -3.763  1.096  4.067
H  4.778  2.784  0.739
C  -4.525  1.854  2.967
C  -1.841  1.425  -1.414
C  1.594  0.480  -2.512
C  -5.367  -1.406  -0.578
H  -2.367  -2.058  2.174
C  5.571  -1.261  2.631
C  4.687  -1.317  0.206
C  3.422  -2.170  -2.823
H  4.806  -0.595  -2.248

The total charge is 0. Its structure (SMILES) is CCOCCc1c(CCCO)cc2c(c1CB(O)O)C(=O)c1c(Br)c(CCCF)c(CC[C@](F)(Br)C(F)(F)Br)c(N(C)C(C)=O)c1C2=O. The calculation puts the frontier orbital gap at 0.31380 hartree. Its LUMO energy is -0.617 eV. Its highest occupied orbital energy is -9.2 eV.

Löwdin population analysis, charges in e, atoms 1 to 5: number 1, C, carries -0.121; number 2, C, carries -0.297; number 3, H, carries 0.072; number 4, H, carries 0.088; number 5, H, carries 0.112

---

Record 2
Molecular formula: C32H37BF6N10O4S3Sn
Method: DFT, ωB97M-V/def2-TZVPD

Cartesian coordinates (Å):
H  4.680  1.052  0.615
N  -1.220  2.980  2.913
C  0.598  -1.120  4.942
H  -3.784  -1.240  1.860
H  2.651  -5.011  1.719
Sn  0.495  -0.801  -0.454
C  -1.812  -4.355  0.444
C  -2.556  0.279  1.033
F  0.130  3.687  -3.093
H  -4.954  -1.898  -0.217
H  -3.902  -3.850  0.926
H  -1.860  0.238  1.866
C  -2.891  -3.546  0.717
C  2.931  -1.757  1.554
H  -2.002  0.514  0.123
C  3.433  -0.349  1.702
N  1.199  -2.344  -1.954
C  0.522  -1.180  3.551
C  2.875  -1.550  -5.189
F  -3.878  -0.277  -4.323
H  5.133  -0.729  2.997
C  -4.394  -0.967  -0.157
H  2.346  -2.166  -5.915
H  3.742  -2.108  -4.831
C  2.695  -0.129  -3.130
H  0.524  0.190  6.644
N  0.479  2.369  1.414
C  1.397  -3.644  -3.755
H  0.878  -5.481  -2.588
C  -1.019  4.507  1.059
C  -0.227  2.190  2.524
H  3.616  -0.498  3.870
C  -3.289  -1.044  0.903
H  -1.694  2.732  3.774
H  0.073  2.198  5.245
N  -2.583  1.530  -2.369
F  -2.008  -0.948  -5.199
H  -3.278  1.083  1.195
H  -2.616  7.427  0.483
H  0.784  -2.021  5.510
C  -2.971  6.109  2.146
H  0.637  -2.124  3.032
H  -1.729  -5.426  0.374
C  1.034  -4.418  -2.674
N  -1.072  -2.270  0.422
C  -2.629  4.940  2.798
H  -3.977  -0.760  -1.140
C  0.185  1.222  4.788
H  3.494  -0.623  -2.572
B  0.670  -4.058  -0.143
H  3.233  -0.665  -5.714
C  4.199  -0.165  3.009
H  3.732  -0.011  -0.433
S  0.160  3.489  0.353
H  1.601  -3.986  -4.753
S  -1.979  2.793  -1.763
C  -2.332  6.502  0.965
H  1.092  -0.638  -4.452
N  0.917  -3.631  -1.604
F  -1.462  5.116  -2.817
O  -2.923  3.619  -1.096
C  0.446  0.102  5.569
H  5.153  -0.636  0.407
H  -3.743  6.740  2.566
H  -5.093  -0.169  0.097
C  1.499  -2.341  -3.269
O  -0.751  2.459  -0.879
N  0.311  -0.113  2.793
C  0.121  1.051  3.414
C  2.624  -3.943  1.582
H  0.738  -5.246  -0.043
C  -1.185  3.850  -3.106
O  -1.825  -0.882  -2.214
H  4.455  0.885  3.151
S  -1.715  0.318  -2.988
F  -1.684  3.531  -4.272
O  -0.402  0.778  -3.346
H  2.015  0.363  -2.429
N  1.903  -2.049  0.751
C  4.299  0.037  0.498
C  -2.621  0.045  -4.574
C  3.412  -2.939  2.119
H  -0.866  5.978  -0.508
C  -1.637  4.134  2.255
C  -1.358  5.705  0.417
F  -2.569  1.140  -5.308
N  1.722  -3.390  0.765
H  4.237  -3.057  2.798
C  1.971  -1.130  -4.030
C  -2.401  -2.242  0.674
H  2.559  0.311  1.716
N  -0.739  -3.585  0.266
H  3.143  0.659  -3.734
H  -3.116  4.659  3.723

The total charge is +2. The calculation puts the frontier orbital gap at 0.22161 hartree. Its LUMO energy is -7.460 eV. As for the relative energy (zero: lowest compared OMol25 entry of this formula, charge and spin): 0.059 eV. Its highest occupied orbital energy is -13.5 eV.

Löwdin population analysis, charges in e, atoms 1 to 5: number 1, H, carries 0.089; number 2, N, carries 0.202; number 3, C, carries 0.001; number 4, H, carries 0.147; number 5, H, carries 0.138

---

Record 3
Molecular formula: C32H37BN12O5S5Ti
Method: DFT, ωB97M-V/def2-TZVPD

Cartesian coordinates (Å):
H  3.387  3.576  -5.454
N  3.000  0.893  -1.129
H  0.017  1.003  -2.079
C  4.027  1.878  -1.414
N  -3.738  3.275  1.466
H  1.664  -4.621  -1.768
C  -2.165  3.112  -0.909
N  -0.716  1.247  2.518
H  1.448  1.883  1.670
H  -1.135  3.348  -2.855
C  -4.096  5.375  1.651
H  4.682  1.396  -2.137
H  1.774  1.598  -5.662
H  1.401  2.980  0.298
C  0.477  -2.366  4.020
S  0.226  -3.472  5.355
H  2.736  -3.584  -0.831
C  2.833  1.469  -5.444
Ti  -0.618  -0.400  0.892
O  4.570  -0.156  -3.248
N  -2.066  2.160  0.031
S  2.277  -0.887  2.615
C  1.215  -6.208  0.583
H  -3.202  -2.453  1.314
H  0.761  0.787  3.909
N  -1.171  1.224  -0.366
C  -1.018  -4.446  -1.116
C  -5.014  3.479  1.059
H  2.136  -6.790  0.685
H  -3.869  6.405  1.880
C  -0.139  1.348  3.712
C  -0.719  1.600  -1.564
S  2.463  3.296  -3.368
H  0.651  -6.312  1.512
C  -0.532  -3.452  -0.265
H  0.074  -4.190  1.654
O  2.233  4.712  -3.557
H  -0.635  2.491  5.554
C  -5.294  4.818  1.170
N  1.543  -4.823  0.367
H  -0.629  -5.454  -1.035
H  4.595  2.072  -0.501
C  -4.840  0.336  1.629
C  -0.859  2.207  4.541
C  3.520  3.221  -1.928
S  -0.885  -1.950  3.129
H  -2.452  -0.914  -1.419
H  0.628  -6.686  -0.221
C  -1.320  2.793  -1.953
N  3.496  -0.783  -2.862
C  -4.920  -1.041  1.621
H  3.078  -5.306  -0.951
C  -1.922  2.619  3.763
C  1.659  -0.860  -1.214
H  -6.218  5.313  0.927
O  2.264  -4.277  6.814
C  2.276  -4.570  -0.855
C  3.403  2.715  -4.785
O  1.332  2.425  -3.165
H  -5.615  1.060  1.808
N  1.248  -0.044  -0.171
H  2.956  2.536  1.033
C  -2.463  -2.881  -2.204
C  2.753  -0.293  -1.817
C  -2.018  -1.907  -1.324
H  1.078  -2.915  1.020
S  3.001  -2.629  4.891
H  -2.813  3.960  -0.760
N  -2.797  -0.413  1.298
H  2.980  0.593  -4.820
C  1.967  2.164  0.759
H  -3.193  -2.638  -2.967
B  -2.813  2.059  1.382
C  -1.968  -4.171  -2.086
H  -5.795  -1.650  1.762
H  -2.728  3.300  3.974
C  -3.609  -1.459  1.401
H  -2.312  -4.957  -2.748
C  0.550  -3.829  0.738
N  -3.566  0.700  1.420
H  3.362  1.309  -6.386
N  -3.165  4.454  1.816
C  2.064  0.993  -0.150
H  2.933  3.778  -1.196
H  -5.625  2.689  0.660
O  3.075  -1.849  -3.424
H  4.388  3.840  -2.171
C  1.800  -1.949  3.800
H  1.167  -1.773  -1.474
H  4.433  2.567  -4.451
N  -1.816  2.042  2.557
C  -1.048  -2.137  -0.333
C  1.915  -3.603  5.882

The total charge is -1. Its spin multiplicity is 4. The calculation puts the frontier orbital gap (alpha / beta) at 0.19473 / 0.22540 hartree. Its LUMO energy (alpha / beta) is 2.212 / 0.593 eV. The expectation value of S² is 3.779. As for the relative energy (zero: lowest compared OMol25 entry of this formula, charge and spin): 0.947 eV. Its highest occupied orbital energy (alpha / beta) is -3.1 / -5.5 eV.

Löwdin population analysis, charges in e, atoms 1 to 5: number 1, H, carries 0.091; number 2, N, carries 0.061; number 3, H, carries 0.103; number 4, C, carries -0.135; number 5, N, carries -0.016

---

Record 4
Molecular formula: C32H37BN8NdO4S
Method: DFT, ωB97M-V/def2-TZVPD

Cartesian coordinates (Å):
C  7.339  -16.205  15.608
H  4.205  -17.910  2.939
H  8.940  -17.005  7.255
H  5.192  -20.239  9.411
H  2.677  -11.846  4.739
O  6.844  -14.266  10.964
C  1.557  -14.417  12.712
H  4.755  -15.935  2.978
O  3.605  -14.842  7.991
O  4.146  -18.223  10.921
H  7.945  -19.104  7.394
H  1.315  -13.806  13.563
Nd  4.330  -16.768  9.076
N  6.486  -18.741  8.888
H  1.703  -19.620  14.412
S  5.678  -14.299  11.811
C  6.486  -14.714  7.138
H  2.123  -13.035  6.808
C  7.149  -18.875  10.181
H  3.055  -20.817  7.274
C  1.979  -19.279  10.531
H  4.949  -12.092  3.725
H  -0.454  -14.654  11.898
H  6.649  -20.837  8.599
C  6.037  -15.682  15.601
C  1.114  -15.624  10.724
C  7.813  -15.863  8.706
H  5.573  -19.405  6.428
C  3.057  -18.730  11.379
C  3.622  -19.872  7.240
H  7.660  -15.905  9.778
H  9.091  -17.633  8.863
C  0.702  -19.883  12.513
C  7.565  -15.609  13.272
H  0.488  -16.110  9.973
C  4.702  -12.600  4.656
C  5.875  -20.035  8.534
C  0.586  -14.909  11.803
H  6.719  -13.327  4.935
C  6.257  -15.108  13.264
H  5.283  -21.092  6.705
N  2.848  -14.694  12.573
N  2.411  -15.770  10.550
H  9.077  -16.672  14.332
H  1.422  -20.047  8.551
C  5.698  -13.358  5.306
H  7.445  -14.531  6.661
C  0.782  -19.742  11.158
N  3.190  -18.991  8.397
C  5.513  -15.065  14.458
N  4.553  -17.094  6.080
H  3.729  -18.564  13.453
H  8.879  -16.885  16.828
N  4.606  -15.341  11.118
C  2.174  -19.444  9.089
H  6.391  -19.254  10.896
C  5.400  -14.073  6.487
C  3.292  -15.231  11.441
C  4.741  -17.057  4.919
C  3.120  -13.171  6.378
H  7.432  -17.871  10.500
H  5.500  -15.645  16.550
N  7.915  -16.630  16.755
H  6.696  -17.911  6.966
H  4.488  -14.639  14.529
H  3.300  -19.330  6.352
H  8.065  -19.527  10.180
C  5.158  -20.105  7.178
H  8.221  -15.552  12.395
C  8.353  -17.183  8.148
B  4.932  -17.065  3.374
C  8.080  -16.198  14.404
H  -0.192  -20.283  13.017
H  6.111  -17.351  3.148
C  7.335  -18.257  7.789
H  7.363  -16.681  17.598
O  4.989  -13.082  12.171
H  -0.024  -20.019  10.512
C  1.767  -19.468  13.338
C  3.431  -12.478  5.208
H  8.519  -15.030  8.595
C  2.887  -18.901  12.814
N  6.465  -15.497  8.176
C  4.040  -14.052  7.026

The total charge is -1. Its spin multiplicity is 4. The calculation puts the frontier orbital gap (alpha / beta) at 0.26311 / 0.26342 hartree. Its LUMO energy (alpha / beta) is 2.303 / 2.303 eV. The expectation value of S² is 3.752. As for the relative energy (zero: lowest compared OMol25 entry of this formula, charge and spin): 0.238 eV. Its highest occupied orbital energy (alpha / beta) is -4.9 / -4.9 eV.

Löwdin population analysis, charges in e, atoms 1 to 5: number 1, C, carries -0.344; number 2, H, carries -0.016; number 3, H, carries 0.105; number 4, H, carries 0.122; number 5, H, carries 0.095

---

Record 5
Molecular formula: C32H37CsN7O5S
Method: DFT, ωB97M-V/def2-TZVPD

Cartesian coordinates (Å):
H  0.659  -4.155  4.100
C  -0.711  -0.642  3.512
H  3.256  2.876  1.269
H  4.986  2.544  1.025
H  -1.034  5.393  1.051
H  0.141  3.129  -1.969
O  -0.472  5.259  0.228
H  4.026  1.020  -1.898
C  -1.516  -3.453  -4.973
C  -2.837  5.197  3.402
C  -1.885  -4.446  -5.864
C  -2.070  -6.821  -6.444
H  4.417  0.253  2.184
H  -3.984  3.364  3.352
C  2.733  -2.113  -1.606
H  3.048  3.344  -2.458
C  -1.109  -6.116  -4.301
N  -1.386  -0.661  -1.684
H  0.295  -2.630  6.054
C  -2.955  -2.122  -2.533
N  -0.885  1.639  4.026
C  3.073  -2.989  -2.674
H  -1.675  -2.411  -5.219
C  0.070  -2.302  5.047
C  -2.602  -0.186  -1.492
H  4.709  1.699  3.171
C  -1.230  0.714  3.205
H  -1.484  0.841  1.098
C  0.858  -2.643  -2.535
H  -2.580  5.066  4.461
C  -4.117  4.418  3.105
H  0.910  3.043  -3.577
N  -1.364  2.913  3.902
H  3.129  2.161  4.735
C  -2.103  0.866  1.995
H  3.417  -1.649  -0.902
C  0.268  -3.155  3.967
C  2.403  2.096  3.913
O  2.760  1.047  3.028
S  0.146  3.243  1.636
C  -1.173  3.658  2.840
O  1.727  1.790  -2.141
H  -3.020  6.262  3.236
C  -0.730  -5.113  -3.426
C  1.878  -3.338  -3.258
Cs  0.606  0.100  0.097
C  -1.685  -5.784  -5.526
H  2.364  3.064  3.404
O  3.719  1.226  0.080
H  -2.814  0.042  1.920
O  -0.533  3.820  0.254
N  -1.722  4.811  2.557
C  0.609  2.461  -2.698
N  -0.539  -1.470  2.478
C  -0.933  -3.774  -3.751
H  2.316  3.296  -0.845
H  0.103  -3.307  1.825
H  1.417  1.866  4.310
C  4.003  2.078  1.177
H  4.803  2.449  -1.180
H  -0.960  -7.157  -4.045
C  3.892  1.837  -1.186
H  -4.368  4.499  2.045
H  -0.102  1.690  -2.994
C  -0.421  -1.031  4.823
H  4.064  -3.308  -2.959
C  -1.554  -1.876  -2.340
H  -3.391  -2.995  -2.996
H  1.733  -3.980  -4.114
H  -4.685  -0.894  -1.934
C  -3.619  -1.055  -1.985
C  4.027  1.240  2.443
H  -2.630  1.818  2.016
H  -4.955  4.805  3.690
C  -0.047  -2.687  2.704
H  -0.586  -0.326  5.624
C  -0.519  -2.694  -2.805
N  -2.378  -7.651  -7.179
H  -2.327  -4.196  -6.818
H  -0.269  -5.358  -2.479
C  2.715  2.669  -1.656
N  1.432  -1.901  -1.520
H  -2.753  0.780  -1.023

The total charge is -1. The calculation puts the frontier orbital gap at 0.23049 hartree. Its LUMO energy is 1.797 eV. As for the relative energy (zero: lowest compared OMol25 entry of this formula, charge and spin): 0.406 eV. Its highest occupied orbital energy is -4.5 eV.

Löwdin population analysis, charges in e, atoms 1 to 5: number 1, H, carries 0.095; number 2, C, carries -0.242; number 3, H, carries 0.110; number 4, H, carries 0.127; number 5, H, carries 0.031